# 1
{"formula": "C26H28O4", "method": "wB97M-V/def2-TZVPD", "elements": ["C", "C", "O", "C", "C", "C", "O", "C", "C", "C", "C", "C", "C", "O", "H", "H", "H", "H", "H", "H", "H", "H", "H", "H", "H", "H", "H", "H", "H", "H", "H", "C", "C", "C", "C", "C", "O", "C", "C", "C", "C", "C", "C", "C", "C", "C", "C", "H", "H", "H", "H", "H", "H", "H", "H", "H", "H", "H"], "positions_angstrom": [[-3.450, -1.771, 3.495], [-3.455, -1.593, 1.999], [-2.265, -2.177, 1.477], [-2.116, -1.961, 0.139], [-1.037, -2.802, -0.366], [-0.908, -3.072, -1.773], [-1.560, -2.490, -2.630], [0.151, -4.116, -2.200], [1.556, -3.539, -2.230], [2.290, -3.463, -0.886], [1.770, -2.429, 0.129], [0.870, -2.976, 1.238], [-0.374, -3.667, 0.654], [-2.833, -1.173, -0.474], [-4.297, -1.224, 3.921], [-3.545, -2.831, 3.771], [-2.524, -1.382, 3.945], [-4.325, -2.075, 1.529], [-3.470, -0.522, 1.760], [0.116, -5.017, -1.578], [-0.131, -4.444, -3.210], [2.159, -4.180, -2.885], [1.530, -2.554, -2.716], [2.325, -4.461, -0.429], [3.341, -3.219, -1.101], [2.633, -1.923, 0.583], [1.193, -1.659, -0.399], [1.418, -3.662, 1.900], [0.513, -2.133, 1.852], [-1.094, -3.838, 1.459], [-0.100, -4.635, 0.229], [4.519, 4.774, -2.096], [3.838, 3.858, -2.907], [2.636, 3.289, -2.493], [2.088, 3.615, -1.230], [0.901, 2.933, -0.745], [0.425, 3.494, 0.400], [-0.709, 2.990, 1.015], [-1.451, 1.952, 0.399], [-2.753, 1.712, 0.921], [-3.217, 2.437, 2.007], [-2.430, 3.445, 2.599], [-1.164, 3.720, 2.105], [-0.882, 1.305, -0.712], [0.257, 1.834, -1.306], [2.739, 4.616, -0.461], [3.951, 5.159, -0.873], [5.474, 5.191, -2.412], [4.257, 3.577, -3.877], [2.100, 2.593, -3.128], [-3.370, 0.967, 0.416], [-4.223, 2.247, 2.395], [-2.809, 4.010, 3.446], [-0.546, 4.525, 2.510], [-1.439, 0.508, -1.188], [0.661, 1.397, -2.219], [2.299, 4.954, 0.467], [4.466, 5.886, -0.239]], "forces_ev_per_a": [[-0.006, -0.227, 0.337], [0.123, 0.149, 0.131], [-1.176, 0.879, 0.798], [1.937, -1.366, -1.766], [-1.429, 0.240, -0.109], [0.269, 0.100, 1.330], [-0.100, 0.280, -1.132], [-0.759, -0.069, -0.360], [0.378, -0.210, -0.019], [0.264, 0.180, -0.001], [0.253, 0.157, 0.184], [-0.144, -0.062, -0.003], [0.354, -0.030, 0.323], [-0.314, 0.533, 0.350], [0.062, -0.105, 0.057], [0.053, 0.279, -0.039], [-0.245, -0.086, -0.191], [0.141, 0.243, 0.131], [-0.147, -0.396, 0.019], [0.082, 0.153, -0.048], [0.015, 0.243, 0.151], [0.027, 0.074, -0.002], [0.009, -0.055, 0.149], [-0.126, 0.069, -0.018], [-0.164, -0.042, -0.033], [-0.107, -0.041, 0.010], [0.165, -0.088, 0.001], [0.030, 0.120, -0.108], [0.175, -0.158, -0.058], [0.396, -0.369, -0.073], [0.037, 0.075, 0.164], [-0.526, -0.241, 0.223], [0.029, 0.018, -0.083], [0.021, 0.207, 0.692], [1.026, 0.661, -0.622], [-0.789, 0.467, 1.192], [-0.131, -1.421, -0.587], [0.097, 0.590, -0.963], [-0.035, 0.691, 1.064], [0.013, -0.008, 0.072], [-0.130, -0.121, -0.282], [0.383, -0.368, -0.145], [-0.118, 0.183, 0.252], [-0.046, 0.627, -0.785], [0.248, -0.097, 0.146], [-0.064, -0.458, -0.231], [0.044, -0.039, -0.281], [-0.246, -0.111, 0.044], [-0.167, 0.108, 0.338], [0.242, 0.010, -0.063], [0.257, 0.054, 0.166], [0.418, 0.058, -0.202], [0.030, -0.090, -0.162], [-0.229, -0.300, -0.158], [-0.012, -0.525, 0.061], [-0.154, 0.038, 0.370], [0.058, -0.147, 0.017], [-0.272, -0.257, -0.247]], "energy_ev": -35603.6959, "largest_force_ev_per_a": 2.96, "lumo_ha": -0.09585, "gap_ha": 0.1129, "homo_ev": -5.680, "de_lowest_ev": 0.000}

=====

# 2
{"formula": "H21O10", "method": "wB97M-V/def2-TZVPD", "elements": ["O", "H", "H", "O", "H", "H", "O", "H", "H", "O", "H", "H", "O", "H", "H", "O", "H", "H", "O", "H", "H", "O", "H", "H", "O", "H", "O", "H", "H", "H", "H"], "positions_angstrom": [[0.839, -1.443, 0.363], [1.620, -0.960, -0.636], [3.175, -0.211, 3.382], [2.397, 0.149, 2.930], [-1.150, -0.338, 1.319], [-2.768, 2.256, 0.281], [-3.226, 1.942, -0.495], [0.713, -2.401, 0.446], [-4.099, 1.560, -0.401], [-2.129, -3.158, 1.011], [-2.243, -3.318, 0.063], [-3.041, -3.006, 1.308], [2.501, -0.513, -1.174], [-0.851, -1.414, 3.524], [2.099, -0.956, -1.969], [2.654, 2.108, -1.446], [2.427, 2.936, -1.872], [2.003, 0.364, -1.219], [-1.371, -0.073, 0.399], [3.478, 2.223, -0.939], [-1.409, 0.881, 0.345], [-0.177, -0.799, -2.393], [-0.567, -0.865, -1.498], [-0.022, -1.076, 0.725], [-0.831, 2.432, -2.442], [2.453, -0.419, 2.146], [-0.566, -0.673, 2.983], [0.357, -0.490, 3.218], [-0.803, -0.168, -2.778], [-1.610, 2.939, -2.171], [-0.254, 2.567, -1.684]], "forces_ev_per_a": [[-0.643, -0.721, 0.697], [0.881, -0.224, 1.542], [-0.137, 0.475, 0.576], [0.414, -0.919, -0.423], [-0.965, 0.811, 0.434], [-1.104, 0.030, 0.700], [0.867, 0.231, -1.541], [0.294, 0.026, -0.112], [0.070, 0.159, 0.911], [-0.292, 0.120, -0.318], [0.076, -0.033, 0.223], [0.351, -0.038, 0.056], [-3.425, -0.478, -0.573], [-0.032, -0.053, 0.032], [0.992, 0.467, -0.663], [0.172, -0.471, 0.534], [0.163, 0.241, -0.058], [1.472, 0.383, -0.468], [0.218, -0.823, 0.085], [-0.531, 0.227, -0.441], [-0.028, 0.097, 0.047], [-0.342, 0.152, 0.921], [0.172, -0.115, -0.318], [1.218, 0.025, -1.109], [-0.070, 0.199, 0.418], [-0.456, 0.302, -0.213], [0.165, 0.021, -0.263], [0.049, 0.101, 0.138], [0.348, 0.157, -0.416], [-0.170, -0.261, -0.327], [0.270, -0.088, -0.072]], "total_charge": 1, "energy_ev": -20809.1721, "largest_force_ev_per_a": 3.51, "lumo_ha": -0.11069, "gap_ha": 0.4189, "homo_ev": -14.411, "de_lowest_ev": 1.656}

=====

# 3
{"formula": "C3H10N2", "method": "wB97M-V/def2-TZVPD", "elements": ["N", "C", "C", "C", "N", "H", "H", "H", "H", "H", "H", "H", "H", "H", "H"], "positions_angstrom": [[-0.726, 1.221, 0.368], [-0.485, -0.144, 0.189], [-1.181, -0.999, -0.871], [1.083, -0.319, -0.003], [1.749, 0.767, 0.666], [-1.738, 1.508, 0.502], [-0.438, 1.358, 1.386], [-0.677, -0.636, 1.176], [-0.695, -1.962, -1.105], [-2.201, -1.149, -0.686], [-1.092, -0.628, -1.930], [1.262, -0.167, -1.021], [1.260, -1.343, 0.290], [1.157, 1.595, 0.721], [2.722, 0.899, 0.319]], "forces_ev_per_a": [[-2.490, 3.220, 2.295], [1.763, -3.620, 0.892], [1.425, 0.783, -2.186], [-2.226, 1.288, 0.457], [1.851, -0.531, 1.179], [1.266, -0.876, -0.862], [-0.264, 0.174, -1.751], [-0.064, -0.236, -0.627], [-0.035, 0.074, 1.181], [-1.506, -0.319, 0.363], [-0.237, 0.659, 0.980], [0.195, -0.492, -2.121], [0.789, -0.141, 0.369], [1.006, -0.250, -0.676], [-1.474, 0.267, 0.506]], "energy_ev": -6252.1139, "largest_force_ev_per_a": 4.67, "smiles": "C[C@H](N)CN", "lumo_ha": 0.04114, "gap_ha": 0.3539, "homo_ev": -8.510, "de_lowest_ev": 1.314}

=====

# 4
{"formula": "C24H23NO17P2S", "method": "wB97M-V/def2-TZVPD", "elements": ["N", "P", "P", "O", "S", "H", "H", "H", "H", "H", "H", "H", "C", "C", "C", "O", "C", "C", "C", "O", "O", "O", "H", "H", "H", "H", "C", "C", "C", "O", "C", "C", "C", "O", "O", "O", "H", "H", "H", "H", "C", "C", "C", "O", "C", "C", "C", "O", "O", "O", "H", "H", "H", "H", "C", "C", "C", "O", "C", "C", "C", "O", "O", "O", "H", "H", "H", "H"], "positions_angstrom": [[-0.709, -4.494, 0.024], [-0.023, -5.075, -1.272], [0.474, -3.442, -2.739], [-1.047, -3.470, -3.284], [0.886, -1.727, -4.091], [-0.865, -3.492, -0.009], [-0.832, -6.074, -1.859], [1.214, -5.687, -0.947], [0.918, -2.672, -1.641], [1.389, -4.262, -3.434], [-1.335, -2.566, -3.485], [1.825, -1.087, -3.380], [3.948, 3.500, -4.282], [5.046, 3.239, -5.009], [5.052, 2.185, -6.089], [6.083, 2.026, -6.717], [3.840, 1.423, -6.317], [2.746, 1.682, -5.587], [2.731, 2.754, -4.526], [1.689, 2.935, -3.921], [1.604, 1.025, -5.739], [6.190, 3.878, -4.843], [3.931, 4.254, -3.508], [3.861, 0.659, -7.081], [0.982, 1.412, -5.091], [6.808, 3.488, -5.492], [-1.070, -3.895, 3.730], [-1.763, -2.762, 3.557], [-2.804, -2.309, 4.545], [-3.380, -1.257, 4.325], [-3.071, -3.144, 5.700], [-2.380, -4.279, 5.871], [-1.320, -4.721, 4.896], [-0.727, -5.757, 5.136], [-2.573, -5.096, 6.903], [-1.589, -1.955, 2.513], [-0.321, -4.229, 3.025], [-3.833, -2.818, 6.398], [-1.944, -5.833, 6.779], [-2.215, -1.216, 2.643], [-7.931, -4.772, 7.668], [-7.025, -3.840, 7.340], [-6.074, -3.265, 8.359], [-5.266, -2.436, 7.977], [-6.171, -3.721, 9.730], [-7.080, -4.651, 10.058], [-8.013, -5.246, 9.036], [-8.796, -6.098, 9.414], [-7.226, -5.114, 11.293], [-6.899, -3.361, 6.108], [-8.616, -5.194, 6.947], [-5.495, -3.289, 10.454], [-7.946, -5.774, 11.248], [-6.177, -2.704, 6.140], [4.548, 9.021, -7.470], [4.869, 9.836, -6.455], [5.448, 9.312, -5.166], [5.729, 10.120, -4.300], [5.635, 7.880, -5.025], [5.312, 7.066, -6.040], [4.757, 7.593, -7.337], [4.507, 6.784, -8.213], [5.456, 5.746, -5.979], [4.704, 11.152, -6.504], [4.134, 9.387, -8.399], [6.036, 7.513, -4.091], [5.147, 5.418, -6.849], [5.016, 11.495, -5.644]], "forces_ev_per_a": [[0.107, 0.031, -0.024], [-0.859, 0.787, 1.129], [0.289, -0.508, -0.397], [-0.075, 0.127, 0.364], [-0.078, 0.367, -0.380], [-0.067, -0.044, 0.139], [0.506, -0.227, -0.242], [-0.038, -0.312, -0.486], [0.131, -0.238, 0.054], [0.163, 0.282, 0.066], [-0.037, -0.096, -0.260], [-0.043, -0.179, 0.163], [-0.072, 0.036, 0.027], [-0.026, 0.065, 0.401], [-0.168, -0.233, -0.154], [0.092, 0.176, 0.113], [0.078, -0.039, -0.057], [0.068, -0.195, -0.244], [0.151, 0.237, 0.170], [-0.086, -0.187, -0.107], [0.015, 0.228, 0.157], [0.344, -1.326, 0.406], [0.029, 0.011, -0.013], [-0.033, 0.001, 0.002], [-0.038, -0.022, -0.009], [0.056, 0.022, 0.028], [0.180, -0.076, -0.047], [0.198, -0.164, -0.141], [-0.136, -0.071, 0.236], [0.078, -0.003, -0.191], [-0.105, 0.072, -0.017], [-0.228, 0.138, 0.144], [0.133, 0.069, -0.270], [-0.127, -0.021, 0.192], [0.148, -0.078, -0.136], [-0.144, 0.092, 0.140], [-0.075, 0.005, -0.082], [0.152, 0.002, 0.007], [0.015, -0.005, -0.002], [-0.006, 0.010, 0.010], [-0.058, -0.063, 0.013], [-0.209, -0.144, -0.159], [0.080, -0.004, 0.277], [-0.163, 0.001, -0.130], [0.066, 0.068, -0.004], [0.218, 0.165, 0.156], [-0.112, -0.017, -0.303], [0.075, 0.034, 0.209], [-0.146, -0.101, -0.152], [0.169, 0.080, 0.180], [0.019, 0.011, -0.021], [-0.004, -0.024, 0.014], [-0.001, -0.016, 0.005], [-0.021, 0.027, -0.036], [-0.023, -0.049, -0.080], [-0.121, 0.036, -0.286], [0.090, -0.253, 0.180], [-0.084, 0.160, -0.131], [0.022, 0.052, 0.082], [0.094, -0.013, 0.267], [-0.103, 0.267, -0.181], [0.053, -0.173, 0.147], [-0.462, 1.255, -0.900], [0.095, -0.076, 0.202], [0.009, 0.027, 0.009], [0.009, -0.024, -0.015], [0.010, 0.025, -0.036], [0.009, 0.014, 0.004]], "energy_ev": -90966.8376, "largest_force_ev_per_a": 1.62, "smiles": "O=C1C=C(O)C(=O)C=C1O.O=C1C=C(O)C(=O)C=C1O.O=C1C=C(O)C(=O)C=C1O.O=C1C=C(O)C(=O)C=C1O.N=[PH2][PH2](O)S", "lumo_ha": -0.05977, "gap_ha": 0.2585, "homo_ev": -8.661}